[1]
This record from the OMol25 dataset describes C6H9NO as an isolated structure in a non-equilibrium geometry. The level of theory is ωB97M-V with the def2-TZVPD basis set.

Values from the calculation:
HOMO energy: -6.80 eV
frontier orbital gap: 7.213 eV
ΔE to the lowest compared entry with this formula, charge and spin: 282.03 kJ/mol

The geometry in ORCA input format:
```
! RIJCOSX wB97M-V def2-TZVPD def2/J DEFGRID3
* xyz 0 1
C 0.377 -0.986 -0.710
C 2.320 0.289 0.487
C -2.020 -0.971 0.497
C -0.686 1.061 -0.429
C 1.115 0.249 -0.375
C -0.871 -0.284 -0.152
O -1.593 2.018 -0.192
N 0.568 1.391 -0.873
H -1.162 2.865 -0.382
H 0.677 -1.856 -0.128
H 0.327 -1.236 -1.775
H 2.383 1.240 1.013
H 3.191 0.220 -0.176
H 2.363 -0.548 1.183
H -2.756 -0.235 0.823
H -1.711 -1.548 1.375
H -2.520 -1.668 -0.186
*
```

Computed natural (NBO) charges, given in elementary charges:
1 C -0.5109
2 C -0.7072
3 C -0.6165
4 C 0.5228
5 C 0.5839
6 C -0.2576
7 O -0.6472
8 N -0.6775
9 H 0.4946
10 H 0.2106
11 H 0.2310
12 H 0.2481
13 H 0.2643
14 H 0.2359
15 H 0.2282
16 H 0.1978
17 H 0.1996



[2]
This record from the OMol25 dataset describes one molecule with the formula C2H3N3O in a non-equilibrium geometry. The level of theory is ωB97M-V with the def2-TZVPD basis set.

Values from the calculation:
HOMO energy (alpha / beta): -9.08 / -9.08 eV
frontier orbital gap (alpha / beta): 8.638 / 8.639 eV
ΔE to the lowest compared entry with this formula, charge and spin: 408.15 kJ/mol

The geometry in ORCA input format:
```
! RIJCOSX wB97M-V def2-TZVPD def2/J DEFGRID3
* xyz 0 1
C 0.544 0.014 1.041
C -0.224 0.084 -0.239
N -0.030 1.285 -0.932
O -0.139 1.320 -2.138
N -1.521 -1.816 -1.067
N -0.881 -0.941 -0.705
H 0.421 -0.934 1.567
H 1.602 0.146 0.791
H 0.228 0.842 1.681
*
```

Computed natural (NBO) charges, given in elementary charges:
1 C -0.6216
2 C 0.0049
3 N 0.1050
4 O -0.3260
5 N 0.0680
6 N 0.0790
7 H 0.2258
8 H 0.2272
9 H 0.2378



[3]
This record from the OMol25 dataset describes a 3-piece molecular cluster, H5O3 overall in a non-equilibrium geometry. The level of theory is ωB97M-V with the def2-TZVPD basis set.

Values from the calculation:
HOMO energy: -4.00 eV
frontier orbital gap: 8.961 eV
ΔE to the lowest compared entry with this formula, charge and spin: 14.20 kJ/mol

The geometry in ORCA input format:
```
! RIJCOSX wB97M-V def2-TZVPD def2/J DEFGRID3
* xyz -1 1
O 1.059 0.024 0.548
H 1.882 -0.497 0.554
O -1.341 0.451 1.426
H -1.933 0.300 0.690
H -0.417 0.195 1.105
O 0.243 -0.501 -1.890
H 0.039 0.431 -2.020
H 0.665 -0.432 -0.961
*
```

Computed natural (NBO) charges, given in elementary charges:
1 O -1.2806
2 H 0.4241
3 O -1.0271
4 H 0.4409
5 H 0.5278
6 O -1.0386
7 H 0.4424
8 H 0.5111



[4]
This record from the OMol25 dataset describes a 15-piece molecular cluster, C52H147N13O15 overall in a non-equilibrium geometry. The level of theory is ωB97M-V with the def2-TZVPD basis set.

Values from the calculation:
HOMO energy: -8.73 eV
frontier orbital gap: 9.196 eV
ΔE to the lowest compared entry with this formula, charge and spin: 279.44 kJ/mol

The geometry in ORCA input format:
```
! RIJCOSX wB97M-V def2-TZVPD def2/J DEFGRID3
* xyz 0 1
O 4.470 1.074 1.120
H 4.796 0.170 1.190
H 5.210 1.682 0.922
O 0.374 1.306 3.653
H 0.946 0.621 4.007
H 0.288 2.032 4.283
C 2.945 -3.522 -6.357
C 3.707 -3.707 -5.042
C 2.924 -4.629 -4.098
O 1.528 -4.246 -3.815
C 1.306 -3.028 -3.073
N 4.996 -4.299 -5.305
H 3.012 -4.501 -6.859
H 3.465 -2.770 -6.980
H 1.892 -3.288 -6.270
H 3.805 -2.704 -4.561
H 3.490 -4.610 -3.119
H 2.937 -5.652 -4.526
H 1.736 -3.137 -2.077
H 0.223 -2.906 -3.033
H 1.751 -2.159 -3.490
H 5.557 -3.971 -4.512
H 5.463 -3.853 -6.094
C -1.448 -2.638 2.779
C -2.370 -2.463 1.572
C -2.375 -3.596 0.616
O -2.773 -4.784 1.258
C -2.802 -5.906 0.414
N -3.776 -2.105 1.935
H -1.618 -3.535 3.340
H -1.706 -1.876 3.463
H -0.376 -2.572 2.539
H -2.026 -1.585 1.036
H -1.473 -3.753 0.034
H -3.092 -3.316 -0.167
H -1.834 -6.002 -0.088
H -3.617 -5.695 -0.281
H -3.070 -6.810 1.026
H -4.153 -2.882 2.478
H -3.722 -1.401 2.648
C -3.509 4.318 -3.488
C -2.871 4.979 -2.291
C -1.390 5.019 -2.412
O -0.730 5.697 -1.399
C -0.177 4.878 -0.267
N -3.533 6.324 -2.144
H -3.002 3.377 -3.685
H -3.421 4.972 -4.358
H -4.536 4.057 -3.294
H -3.083 4.347 -1.440
H -1.136 5.618 -3.373
H -0.990 3.995 -2.522
H -0.801 3.996 -0.007
H -0.048 5.607 0.559
H 0.808 4.484 -0.591
H -3.514 6.662 -1.184
H -3.154 7.031 -2.770
C -3.226 -3.996 -2.964
C -3.039 -5.202 -3.902
C -2.429 -4.685 -5.160
O -3.413 -3.904 -5.906
C -2.863 -3.178 -7.019
N -2.132 -6.165 -3.261
H -2.234 -3.672 -2.658
H -3.761 -4.225 -2.034
H -3.754 -3.235 -3.470
H -3.949 -5.668 -4.161
H -2.102 -5.477 -5.866
H -1.604 -3.964 -4.963
H -2.219 -3.835 -7.577
H -2.146 -2.387 -6.725
H -3.698 -2.706 -7.595
H -1.981 -5.890 -2.281
H -2.352 -7.132 -3.272
C -6.686 -0.824 5.089
C -5.472 -1.167 5.922
C -4.327 -0.180 5.613
O -4.295 0.130 4.231
C -3.143 0.856 3.867
N -5.790 -1.291 7.332
H -6.931 0.165 5.445
H -7.557 -1.462 5.271
H -6.444 -0.750 3.980
H -5.068 -2.123 5.653
H -3.352 -0.692 5.960
H -4.456 0.759 6.144
H -3.098 1.785 4.482
H -3.247 1.105 2.833
H -2.200 0.258 4.046
H -6.599 -0.686 7.541
H -6.069 -2.231 7.593
C 4.943 -0.714 -2.645
C 3.828 0.239 -3.017
C 4.315 1.656 -2.874
O 3.354 2.613 -3.361
C 3.453 3.946 -2.848
N 3.322 -0.115 -4.429
H 5.376 -0.610 -1.640
H 5.820 -0.554 -3.285
H 4.622 -1.757 -2.590
H 3.027 0.038 -2.250
H 5.319 1.793 -3.395
H 4.528 1.876 -1.838
H 3.197 3.974 -1.798
H 2.701 4.513 -3.461
H 4.514 4.331 -3.062
H 4.022 0.077 -5.168
H 2.642 0.627 -4.650
C -2.560 6.595 3.745
C -2.431 5.782 2.458
C -3.747 4.977 2.353
O -3.741 4.379 1.104
C -4.967 3.718 0.744
N -2.105 6.674 1.344
H -1.566 6.838 4.043
H -3.164 6.126 4.556
H -2.978 7.582 3.438
H -1.633 5.006 2.517
H -4.612 5.643 2.434
H -3.765 4.153 3.143
H -5.173 2.834 1.352
H -4.941 3.620 -0.307
H -5.791 4.426 1.025
H -2.770 7.419 1.235
H -2.049 6.172 0.460
C 0.478 -0.478 0.455
C 0.541 0.804 -0.376
C -0.902 1.127 -0.751
O -1.422 -0.030 -1.380
C -2.775 0.083 -1.724
N 1.260 1.886 0.217
H -0.253 -0.290 1.250
H 1.418 -0.606 0.962
H 0.248 -1.230 -0.245
H 1.005 0.503 -1.338
H -0.951 1.996 -1.427
H -1.378 1.345 0.241
H -2.908 0.601 -2.666
H -3.297 0.544 -0.883
H -3.103 -0.972 -1.856
H 0.664 2.458 0.787
H 2.004 1.548 0.879
C 3.405 5.097 3.780
C 2.570 3.934 4.317
C 2.754 3.801 5.838
O 4.081 3.468 6.055
C 4.355 3.147 7.381
N 1.123 4.192 4.103
H 4.442 5.057 4.198
H 2.964 6.057 4.116
H 3.352 5.097 2.705
H 2.928 2.978 3.853
H 2.004 3.000 6.216
H 2.470 4.774 6.324
H 4.021 2.137 7.523
H 4.020 3.873 8.107
H 5.423 3.079 7.340
H 0.980 5.176 4.125
H 0.909 3.998 3.106
C -7.653 -1.470 -2.255
C -6.326 -1.234 -2.967
C -6.303 -2.095 -4.296
O -7.526 -1.827 -4.917
C -7.811 -2.668 -5.998
N -6.067 0.171 -3.392
H -7.888 -2.525 -2.239
H -8.405 -0.925 -2.829
H -7.721 -1.059 -1.269
H -5.485 -1.590 -2.294
H -6.167 -3.147 -4.142
H -5.471 -1.756 -4.934
H -8.768 -2.373 -6.422
H -7.944 -3.676 -5.655
H -7.009 -2.705 -6.762
H -6.807 0.465 -4.003
H -6.168 0.742 -2.530
C 5.209 5.291 -0.171
C 6.265 4.250 -0.572
C 7.471 5.009 -1.035
O 8.554 4.075 -1.144
C 9.791 4.662 -1.511
N 6.489 3.352 0.558
H 4.860 6.057 -0.924
H 5.646 5.884 0.582
H 4.383 4.798 0.333
H 5.907 3.704 -1.432
H 7.728 5.757 -0.318
H 7.163 5.464 -1.978
H 10.451 3.941 -2.021
H 10.243 5.053 -0.612
H 9.679 5.474 -2.263
H 7.375 2.951 0.303
H 6.773 3.899 1.340
C 2.583 -6.877 -0.027
C 1.085 -6.608 0.267
C 0.981 -5.611 1.478
O 1.492 -6.098 2.666
C 1.028 -5.304 3.783
N 0.415 -5.829 -0.766
H 3.160 -5.906 0.074
H 2.702 -7.253 -1.057
H 3.074 -7.588 0.647
H 0.486 -7.490 0.536
H -0.106 -5.373 1.572
H 1.649 -4.748 1.236
H 1.509 -4.351 3.599
H 1.392 -5.712 4.674
H -0.038 -5.182 3.796
H 0.393 -6.211 -1.743
H 1.010 -4.996 -0.961
C 3.744 -1.649 5.500
C 3.845 -1.282 4.070
C 3.601 -2.346 3.097
O 3.946 -1.923 1.850
C 3.556 -2.648 0.721
N 3.050 -0.058 3.822
H 3.966 -0.811 6.122
H 4.563 -2.321 5.760
H 2.701 -2.064 5.700
H 4.911 -0.998 3.878
H 2.523 -2.475 3.051
H 4.066 -3.328 3.285
H 2.490 -2.386 0.452
H 3.645 -3.752 0.894
H 4.201 -2.399 -0.121
H 3.211 0.236 2.855
H 3.405 0.685 4.399
*
```

Löwdin population analysis, charges in e, atoms 1 to 99:
1 O -0.0764
2 H 0.0161
3 H 0.0018
4 O -0.0827
5 H -0.0059
6 H 0.0060
7 C -0.0566
8 C -0.4959
9 C -0.1637
10 O -0.2205
11 C -0.0812
12 N 0.0332
13 H 0.0837
14 H 0.0788
15 H 0.0678
16 H 0.0975
17 H 0.1225
18 H 0.1301
19 H 0.0634
20 H 0.0816
21 H 0.0502
22 H 0.0744
23 H 0.0745
24 C -0.0351
25 C -0.3981
26 C -0.2324
27 O -0.1913
28 C -0.1093
29 N 0.0769
30 H 0.0604
31 H 0.0399
32 H 0.0769
33 H 0.1073
34 H 0.1139
35 H 0.1042
36 H 0.0455
37 H 0.0762
38 H 0.1075
39 H 0.0731
40 H 0.0178
41 C -0.0684
42 C -0.4444
43 C -0.2643
44 O -0.2007
45 C -0.0565
46 N 0.0592
47 H 0.0700
48 H 0.0823
49 H 0.0702
50 H 0.1109
51 H 0.1564
52 H 0.1156
53 H 0.0747
54 H 0.0779
55 H 0.0702
56 H 0.0459
57 H 0.0721
58 C -0.0449
59 C -0.4074
60 C -0.1882
61 O -0.2297
62 C -0.1065
63 N 0.0631
64 H 0.0756
65 H 0.0663
66 H 0.0447
67 H 0.1253
68 H 0.1318
69 H 0.1271
70 H 0.0670
71 H 0.0838
72 H 0.0961
73 H 0.0388
74 H 0.0588
75 C -0.0676
76 C -0.4653
77 C -0.1976
78 O -0.2435
79 C -0.1126
80 N 0.0303
81 H 0.0715
82 H 0.0787
83 H 0.0994
84 H 0.1232
85 H 0.1493
86 H 0.1169
87 H 0.0943
88 H 0.0746
89 H 0.0828
90 H 0.0779
91 H 0.0715
92 C -0.0867
93 C -0.3951
94 C -0.2112
95 O -0.2121
96 C -0.0942
97 N 0.0483
98 H 0.0727
99 H 0.0837



Calculated energy, -363.916820, -317.376864, -228.745542, -3909.499399 hartree (same order as the records).